(1)
The following is a quantum chemistry calculation of a molecular structure, C26H43CoN2O3S4SbSe2, from the OMol25 dataset.

Each line ends with the Löwdin spin population.
Positions of all 82 atoms, in Å:
Co (-0.305, -1.176, -0.703)  2.6857
S (-3.518, -1.925, -2.582)  0.0001
C (-2.759, -0.452, -2.755)  0.0019
N (-1.584, 0.022, -2.319)  0.0220
C (-1.323, 1.300, -2.822)  0.0014
C (-0.179, 2.072, -2.596)  0.0003
C (-0.065, 3.339, -3.154)  0.0001
C (-1.078, 3.886, -3.938)  0.0001
C (-2.228, 3.142, -4.168)  0.0003
C (-2.337, 1.873, -3.617)  0.0009
S (-3.644, 0.755, -3.744)  0.0023
H (0.616, 1.667, -1.990)  0.0001
H (0.834, 3.916, -2.962)  0.0000
H (-0.975, 4.879, -4.359)  0.0000
H (-3.039, 3.544, -4.764)  0.0001
O (-2.398, -4.832, -1.266)  0.0007
C (-2.133, -5.228, 0.056)  0.0009
C (-0.806, -4.755, 0.682)  0.0014
C (-0.399, -5.931, 1.601)  0.0000
O (0.620, -5.668, 2.559)  0.0001
C (0.351, -4.586, -0.324)  0.0086
Se (0.352, -3.292, -1.825)  0.0881
C (-1.050, -3.544, 1.596)  0.0069
Se (-2.056, -2.038, 0.836)  0.0723
H (-2.423, -3.860, -1.313)  -0.0005
H (-2.143, -6.325, 0.034)  0.0000
H (-2.933, -4.905, 0.737)  0.0010
H (-0.110, -6.777, 0.964)  0.0000
H (-1.276, -6.240, 2.181)  0.0000
H (1.250, -5.027, 2.202)  0.0002
H (0.511, -5.548, -0.813)  0.0027
H (1.257, -4.355, 0.240)  0.0007
H (-0.112, -3.171, 1.996)  0.0003
H (-1.646, -3.881, 2.447)  0.0020
O (1.575, -0.123, -1.603)  0.0216
S (2.600, -0.921, -2.380)  0.0039
C (3.815, -1.531, -1.172)  0.0002
C (5.181, -0.990, -1.573)  0.0000
C (4.926, 0.448, -2.023)  0.0001
C (3.763, 0.351, -3.001)  0.0018
H (3.736, -2.615, -1.113)  0.0002
H (3.466, -1.111, -0.230)  0.0001
H (5.594, -1.571, -2.403)  0.0000
H (5.885, -1.052, -0.742)  0.0000
H (5.807, 0.910, -2.474)  0.0000
H (4.633, 1.054, -1.162)  0.0000
H (4.092, 0.011, -3.986)  0.0003
H (3.174, 1.261, -3.116)  0.0002
C (-2.239, 3.772, -0.329)  0.0002
C (-2.351, 2.836, 0.874)  0.0044
C (-3.624, 1.992, 0.786)  0.0000
Sb (-0.663, 1.467, 1.042)  0.0145
C (0.886, 2.920, 1.610)  0.0077
C (0.398, 4.246, 2.189)  0.0013
C (1.791, 3.159, 0.399)  0.0007
C (-1.208, 0.812, 3.056)  0.0004
C (-0.196, -0.182, 3.614)  0.0002
C (-1.478, 1.917, 4.075)  0.0003
H (-3.071, 4.490, -0.335)  0.0000
H (-2.285, 3.216, -1.268)  0.0000
H (-1.308, 4.344, -0.341)  0.0000
H (-2.368, 3.434, 1.787)  0.0004
H (-3.607, 1.345, -0.099)  -0.0001
H (-4.511, 2.633, 0.707)  0.0001
H (-3.753, 1.342, 1.654)  0.0001
H (1.464, 2.385, 2.371)  0.0001
H (-0.229, 4.786, 1.475)  0.0001
H (1.253, 4.898, 2.423)  0.0005
H (-0.181, 4.119, 3.102)  0.0000
H (1.255, 3.699, -0.388)  0.0000
H (2.138, 2.217, -0.037)  0.0003
H (2.668, 3.760, 0.674)  0.0000
H (-2.130, 0.262, 2.856)  0.0008
H (0.804, 0.258, 3.705)  0.0000
H (-0.120, -1.064, 2.982)  0.0001
H (-0.503, -0.507, 4.617)  0.0000
H (-0.545, 2.390, 4.396)  0.0000
H (-1.938, 1.483, 4.972)  0.0000
H (-2.148, 2.697, 3.710)  0.0001
S (3.114, -2.835, 2.270)  0.0055
C (1.982, -1.958, 1.446)  0.0087
N (1.186, -1.335, 0.867)  0.0241

HOMO level (spin up / spin down) = -1.24 / -1.24 eV
total charge = -2
gap between HOMO and LUMO (spin up / spin down) = 5.18 / 5.18 eV
spin multiplicity = 4
energy = -9370.47508 a.u.

(2)
The following is a quantum chemistry calculation of a molecular structure, C26H44As3Cl5CrN3, from the OMol25 dataset.

Each line ends with the Löwdin spin population.
Positions of all 82 atoms, in Å:
Cr (0.009, -1.399, -0.739)  3.7719
Cl (-1.489, -3.755, -2.582)  0.0173
C (-0.546, -2.630, -3.488)  0.0111
C (0.112, -1.676, -2.731)  -0.0205
C (0.800, -0.715, -3.459)  0.0122
Cl (1.518, 0.495, -2.472)  0.0318
C (0.838, -0.660, -4.842)  -0.0036
Cl (1.658, 0.610, -5.666)  -0.0017
C (0.165, -1.657, -5.559)  0.0139
Cl (0.159, -1.621, -7.274)  0.0050
C (-0.537, -2.656, -4.878)  -0.0041
Cl (-1.415, -3.849, -5.758)  -0.0022
C (-2.695, 3.236, 1.602)  0.0020
As (-1.346, 2.059, 0.764)  0.0050
C (-0.807, 3.414, -0.574)  -0.0002
C (0.226, 2.389, 1.916)  0.0001
C (0.373, 1.607, 3.218)  0.0003
C (-0.959, 1.593, 3.975)  0.0000
C (0.839, 0.162, 3.013)  0.0002
As (-0.035, -1.125, 1.771)  0.0302
C (-1.723, -1.590, 2.675)  0.0044
C (0.993, -2.636, 2.492)  0.0066
C (1.412, 2.312, 4.108)  0.0002
As (3.293, 2.852, 3.550)  0.0000
C (3.680, 2.122, 1.740)  0.0000
C (4.228, 1.395, 4.502)  0.0000
H (-2.210, 4.093, 2.063)  0.0002
H (-3.287, 2.711, 2.350)  0.0000
H (-3.377, 3.602, 0.834)  0.0000
H (-0.521, 4.332, -0.061)  0.0000
H (-1.644, 3.652, -1.232)  0.0000
H (0.030, 3.082, -1.187)  0.0000
H (0.225, 3.460, 2.144)  0.0000
H (1.094, 2.188, 1.284)  0.0003
H (-1.705, 1.036, 3.405)  0.0000
H (-1.324, 2.604, 4.138)  0.0000
H (-0.846, 1.120, 4.949)  0.0000
H (0.821, -0.344, 3.988)  -0.0004
H (1.878, 0.171, 2.668)  0.0000
H (-1.583, -1.639, 3.758)  0.0001
H (-2.025, -2.577, 2.319)  0.0006
H (-2.525, -0.886, 2.447)  0.0001
H (0.929, -2.660, 3.584)  0.0002
H (2.046, -2.567, 2.210)  0.0002
H (0.604, -3.578, 2.106)  0.0004
H (1.562, 1.711, 5.010)  0.0000
H (0.968, 3.258, 4.439)  0.0001
H (3.263, 2.754, 0.958)  0.0000
H (3.362, 1.092, 1.581)  0.0000
H (4.766, 2.158, 1.639)  0.0000
H (4.106, 1.511, 5.577)  0.0000
H (5.294, 1.438, 4.283)  0.0000
H (3.852, 0.414, 4.211)  0.0000
C (3.721, -4.371, -0.563)  0.0156
C (2.396, -4.787, -0.503)  -0.0007
C (1.396, -3.840, -0.518)  0.0278
N (1.628, -2.519, -0.608)  0.0080
C (2.910, -2.124, -0.654)  0.0199
C (3.972, -3.008, -0.627)  -0.0012
H (4.528, -5.084, -0.553)  0.0009
H (2.144, -5.833, -0.451)  -0.0005
H (0.355, -4.137, -0.469)  0.0074
H (3.080, -1.055, -0.716)  0.0022
H (4.982, -2.629, -0.642)  -0.0004
C (-4.069, 1.178, -2.003)  0.0004
C (-2.943, 0.631, -2.894)  0.0027
C (-2.437, 1.702, -3.860)  0.0003
C (-3.414, -0.585, -3.693)  0.0003
N (-1.761, 0.248, -2.106)  0.0145
N (-1.978, -0.696, -1.057)  0.0108
H (-4.840, 1.635, -2.617)  0.0002
H (-3.679, 1.943, -1.325)  0.0001
H (-4.542, 0.391, -1.415)  -0.0001
H (-3.180, 1.914, -4.621)  0.0001
H (-1.531, 1.346, -4.344)  0.0000
H (-2.217, 2.625, -3.329)  0.0000
H (-4.243, -0.308, -4.337)  0.0001
H (-3.752, -1.400, -3.055)  0.0000
H (-2.601, -0.945, -4.316)  0.0001
H (-1.354, 1.090, -1.691)  0.0013
H (-2.474, -1.490, -1.479)  0.0054
H (-2.601, -0.308, -0.323)  0.0031

HOMO level (spin up / spin down) = -10.86 / -10.86 eV
total charge = +1
gap between HOMO and LUMO (spin up / spin down) = 8.31 / 7.97 eV
spin multiplicity = 5
energy = -11233.88882 a.u.

(3)
The following is a quantum chemistry calculation of 7 unconnected molecules or ions with the total composition C26H44B2Cl2N8O10S, from the OMol25 dataset.

Each line ends with the Löwdin charge.
Positions of all 93 atoms, in Å:
C (3.977, 0.052, 2.223)  -0.1142
C (2.999, 0.453, 1.099)  -0.1508
B (1.584, -0.253, 1.285)  -0.5255
O (1.566, -1.499, 1.853)  0.1526
C (0.181, 0.417, 0.754)  -0.2611
C (0.059, 1.719, 1.501)  -0.5676
Cl (0.799, 1.677, 3.092)  0.8609
C (-0.561, 2.865, 1.190)  -0.6534
C (-0.633, 4.076, 2.068)  -0.1167
Cl (-1.402, 3.039, -0.330)  0.8221
C (0.378, 0.488, -0.761)  -0.2591
C (1.279, 1.619, -1.278)  -0.1328
O (2.352, 1.089, -2.076)  -0.0734
N (2.958, 2.148, -2.725)  -0.0453
O (3.963, 1.824, -3.223)  0.0750
O (0.988, -0.794, -1.119)  -0.1641
S (-0.195, -1.843, -1.365)  0.6799
O (-0.850, -1.539, -2.604)  -0.2562
O (0.383, -3.152, -1.293)  -0.2445
C (-1.316, -1.644, 0.009)  -0.1533
B (-1.444, -3.111, 0.698)  -0.6134
N (-0.406, -3.737, 1.477)  0.1752
O (-2.664, -3.756, 0.545)  0.1514
C (-0.994, -0.558, 1.097)  -0.1631
C (-2.318, 0.159, 1.374)  -0.1761
O (-2.312, 0.697, 2.676)  -0.0869
C (-3.544, 1.231, 3.058)  -0.2381
O (-3.984, 2.245, 2.191)  -0.1054
C (-5.173, 1.927, 1.461)  -0.1929
C (-5.326, 2.824, 0.262)  -0.2500
O (-4.711, 2.296, -0.915)  -0.0788
H (4.553, -0.810, 1.901)  0.0644
H (4.687, 0.862, 2.385)  0.0773
H (3.479, -0.123, 3.172)  0.0531
H (3.400, 0.220, 0.113)  0.1113
H (2.841, 1.531, 1.182)  0.0821
H (1.774, -1.487, 2.791)  0.1191
H (-1.376, 4.772, 1.692)  0.0664
H (0.330, 4.587, 2.037)  0.0914
H (-0.884, 3.808, 3.089)  0.0681
H (-0.569, 0.562, -1.293)  0.1250
H (1.722, 2.183, -0.464)  0.1132
H (0.690, 2.302, -1.882)  0.0957
H (-2.287, -1.454, -0.448)  0.1231
H (-0.881, -4.297, 2.181)  0.0847
H (0.061, -4.435, 0.888)  0.0211
H (-3.385, -3.117, 0.570)  0.0941
H (-0.806, -1.099, 2.023)  0.1410
H (-3.104, -0.617, 1.346)  0.1346
H (-2.581, 0.873, 0.597)  0.0882
H (-4.313, 0.457, 3.172)  0.1394
H (-3.381, 1.688, 4.034)  0.1407
H (-5.167, 0.890, 1.114)  0.1245
H (-6.031, 2.045, 2.128)  0.1237
H (-4.998, 3.841, 0.451)  0.0903
H (-6.388, 2.873, 0.032)  0.1087
H (-3.829, 2.002, -0.676)  0.0074
C (-0.371, -7.081, -1.964)  -0.0515
C (0.131, -6.678, -0.658)  -0.2430
N (0.525, -6.361, 0.373)  0.1497
H (-1.362, -6.661, -2.119)  0.0874
H (0.298, -6.716, -2.741)  0.0870
H (-0.427, -8.166, -2.018)  0.0838
C (6.281, -3.375, 3.195)  -0.0978
C (5.920, -2.231, 4.027)  -0.2794
N (5.636, -1.313, 4.657)  0.1341
H (5.383, -3.930, 2.935)  0.0749
H (6.766, -3.033, 2.291)  0.0455
H (6.961, -4.027, 3.738)  0.0836
C (2.194, 5.085, -4.597)  -0.0778
C (1.760, 5.941, -3.499)  -0.2882
N (1.417, 6.609, -2.630)  0.1218
H (3.169, 4.659, -4.369)  0.0719
H (1.478, 4.277, -4.735)  0.0765
H (2.261, 5.663, -5.517)  0.0811
C (-5.957, 7.292, 1.086)  -0.0584
C (-6.491, 5.966, 1.372)  -0.2536
N (-6.911, 4.919, 1.589)  0.1599
H (-6.071, 7.930, 1.960)  0.0837
H (-4.901, 7.217, 0.834)  0.0834
H (-6.494, 7.732, 0.248)  0.0846
C (-0.635, -1.059, -5.981)  -0.0744
C (-0.865, -1.672, -7.284)  -0.2880
N (-1.047, -2.157, -8.309)  0.1173
H (-0.653, -1.817, -5.201)  0.0638
H (0.335, -0.566, -5.972)  0.0816
H (-1.411, -0.324, -5.776)  0.0832
C (5.266, -6.124, -0.043)  -0.0572
C (6.401, -5.342, 0.433)  -0.2586
N (7.287, -4.714, 0.808)  0.1401
H (5.083, -5.903, -1.093)  0.0846
H (5.479, -7.185, 0.067)  0.0836
H (4.376, -5.875, 0.533)  0.0820

HOMO level = -9.33 eV
total charge = 0
structure (SMILES) = CCB(O)[C@@]1(/C(Cl)=C(/C)Cl)[C@@H](CON=O)OS(=O)(=O)[C@@H](B(N)O)[C@@H]1COCOCCO.CC#N.CC#N.CC#N.CC#N.CC#N.CC#N
gap between HOMO and LUMO = 9.31 eV
spin multiplicity = 1
energy = -3575.74451 a.u.

The records above give, respectively, maximum force values of 0.44; 1.96; 1.45 eV/Å.